# 1
Below is C16H15NW as an isolated structure in a non-equilibrium geometry, with properties calculated with ωB97M-V with the def2-TZVPD basis set.

Calculated values
Multiplicity = 3
Expectation value of S² = 2.11
Electronic energy = -739.7322 Eh
Net charge = +2
Max |F| = 0.05982 Eh/bohr
Energy above the lowest of the compared OMol25 structures with the same formula, charge and spin = 116.8 kJ/mol
Orbital gap (alpha / beta) = 6.02 / 6.97 eV
HOMO level (alpha / beta) = -16.2124 / -16.1907 eV

CARTESIAN COORDINATES (ANGSTROEM)
W 0.09219 0.40289 -1.17756
C -2.56684 2.36868 -3.87463
H -1.75060 1.79823 -3.42857
H -2.82479 3.29018 -3.31669
H -3.38958 1.68839 -3.79840
H -2.18984 2.70319 -4.85285
H 1.49493 0.70585 -2.04344
C -0.11050 4.09087 1.31039
C 0.65419 3.57210 2.34528
C 0.89258 2.21078 2.47865
C 0.36982 1.31826 1.52129
C -0.25522 1.82810 0.35886
C -0.57607 3.18597 0.33333
C 0.55936 -0.11353 1.56888
C 1.43362 -0.91152 2.30017
C 1.58940 -2.25683 2.04251
C 0.86650 -2.86975 0.99376
C 0.87889 -4.23579 0.57319
C 0.21801 -4.70579 -0.54239
C -0.38279 -3.79974 -1.43535
C -0.37595 -2.43639 -1.09259
C 0.09443 -2.04425 0.15725
N -0.04245 -0.70750 0.49023
H -0.33449 5.16409 1.26670
H 1.04240 4.24448 3.09522
H 1.52248 1.82311 3.28442
H -1.14379 3.54866 -0.50117
H 2.03814 -0.43943 3.06585
H 2.27600 -2.87354 2.62943
H 1.40630 -4.95371 1.17639
H 0.17941 -5.77406 -0.80760
H -0.84104 -4.15346 -2.35684
H -0.82469 -1.66854 -1.76373



# 2
Below is an isolated molecule of C2H3ClFI in a non-equilibrium geometry, with properties calculated with ωB97M-V with the def2-TZVPD basis set.

Calculated values
SMILES string = C[C@@](F)(Cl)I
Electronic energy = -935.7269 Eh
Max |F| = 0.07590 Eh/bohr
Energy above the lowest of the compared OMol25 structures with the same formula, charge and spin = 18.4 kJ/mol
Orbital gap = 8.98 eV
HOMO level = -9.4585 eV

CARTESIAN COORDINATES (ANGSTROEM)
C 0.05561 0.64254 0.52244
C -0.18899 -0.34704 -0.62929
F -1.41215 -0.47185 -1.06844
Cl 1.02221 -0.26099 -1.86893
I 0.26100 -2.42987 0.47152
H 1.18024 0.83325 0.80050
H -0.43359 1.61124 0.32851
H -0.48433 0.42271 1.44370



# 3
Below is C25H64HgO27S8 as an isolated structure in a non-equilibrium geometry, with properties calculated with ωB97M-V with the def2-TZVPD basis set.

Calculated values
Electronic energy = -6361.2200 Eh
Max |F| = 0.03553 Eh/bohr
Energy above the lowest of the compared OMol25 structures with the same formula, charge and spin = 0.0 kJ/mol
Orbital gap = 7.22 eV
HOMO level = -8.4852 eV

CARTESIAN COORDINATES (ANGSTROEM)
Hg -0.20890 -1.68213 -2.63644
C -0.07607 0.17506 -0.67751
O -0.80874 -0.90566 -0.57762
O 0.10773 0.96453 0.26587
O 0.47249 0.32660 -1.87163
O 5.63414 -1.63147 0.19083
S 4.22989 -1.73364 0.33513
O 3.58783 -2.98760 0.07644
O 3.92940 -1.27591 1.80688
C 2.58550 -1.15651 2.28263
C 1.63900 -2.31807 2.03135
C 3.41066 -0.50935 -0.61467
H 2.06567 -0.25428 1.92878
H 2.70203 -0.92167 3.34307
H 0.83985 -2.30327 2.76841
H 2.16619 -3.27439 2.08910
H 1.30514 -2.25534 0.99696
H 4.05687 0.36075 -0.67924
H 2.42568 -0.37282 -0.18206
H 3.38231 -0.82682 -1.65891
O -4.80304 -2.56881 -3.29010
S -3.92078 -3.02183 -2.26719
O -2.57659 -2.55403 -2.21576
O -4.51036 -2.68557 -0.85471
C -5.94764 -2.55736 -0.69313
C -6.51644 -1.25751 -1.22197
C -3.93005 -4.79126 -2.29441
H -6.05134 -2.58272 0.39501
H -6.46065 -3.46909 -1.01127
H -5.85542 -0.44454 -0.92023
H -7.49955 -1.10905 -0.77645
H -6.59759 -1.26456 -2.30357
H -4.87708 -5.10146 -2.72566
H -3.88134 -5.16438 -1.27372
H -3.07396 -5.11043 -2.88109
O -4.60202 3.50521 0.70109
S -4.36492 2.28347 1.36345
O -3.94029 2.25810 2.72705
O -5.75341 1.50772 1.27290
C -6.06071 0.50816 2.26846
C -7.56253 0.35210 2.31602
C -3.32661 1.20108 0.45214
H -5.69026 0.83087 3.23979
H -5.56279 -0.42071 1.97474
H -8.07724 1.25300 2.63315
H -7.80061 -0.45548 3.01697
H -7.94889 -0.01883 1.36474
H -2.32399 1.55199 0.70213
H -3.48268 1.34036 -0.61570
H -3.57568 0.18103 0.72362
O 6.89212 2.55248 2.48920
S 6.50537 1.99269 1.23825
O 6.92377 0.71630 0.80156
O 4.91068 1.95166 1.18156
C 4.16743 3.05649 1.75080
C 2.91621 2.56089 2.39894
C 6.80358 3.16434 -0.04923
H 3.96929 3.75398 0.92772
H 4.76697 3.66176 2.43364
H 3.10519 1.81014 3.17057
H 2.20693 2.12430 1.69058
H 2.42913 3.36214 2.95940
H 7.85343 3.14005 -0.34164
H 6.57956 4.14957 0.35573
H 6.22819 2.91996 -0.93669
O -0.33087 -3.92543 -1.92235
S -0.36633 -4.92381 -0.89562
O -0.91696 -6.19534 -1.21396
O 1.09157 -5.09575 -0.42227
C 1.39286 -6.21749 0.43333
C 2.90078 -6.34805 0.57653
C -1.20831 -4.22722 0.48523
H 0.96482 -7.12248 0.00140
H 0.95287 -6.11032 1.43099
H 3.33157 -6.67276 -0.36925
H 3.09839 -7.15079 1.29091
H 3.33736 -5.42846 0.94670
H -0.71005 -3.28618 0.68199
H -1.19179 -4.93781 1.30647
H -2.23849 -4.08153 0.16441
O 0.54647 6.28276 0.42908
S 0.32040 5.30186 -0.57238
O 0.02659 5.67291 -1.91644
O 1.64010 4.39295 -0.58746
C 1.75660 3.58380 -1.76122
C 3.08623 2.85665 -1.76780
C -0.88179 4.13102 -0.03422
H 1.61779 4.13868 -2.68826
H 0.98005 2.80596 -1.74032
H 3.87505 3.60301 -1.62561
H 3.18853 2.20246 -2.62604
H 3.15726 2.24863 -0.86356
H -1.81732 4.66798 0.09954
H -0.52904 3.68264 0.89249
H -0.91100 3.33429 -0.77328
O 0.59598 -0.79754 -4.57754
S 1.79149 -0.09340 -4.96902
O 3.04674 -0.45141 -4.41213
O 1.81189 -0.25696 -6.53101
C 3.06157 0.02761 -7.21985
C 2.87505 1.15843 -8.21784
C 1.52587 1.63672 -4.77503
H 3.39464 -0.88673 -7.70215
H 3.85488 0.32796 -6.53528
H 2.64542 2.11712 -7.75799
H 2.16404 0.91317 -9.00278
H 3.86394 1.26615 -8.67623
H 2.52017 2.07537 -4.78405
H 1.02685 1.83297 -3.82513
H 0.86342 1.98139 -5.56437
O 1.25210 1.38498 5.24049
S -0.03367 0.81660 5.02704
O -0.22659 -0.58940 5.09044
O -0.98941 1.56347 6.06375
C -2.32263 1.07860 6.20984
C -3.31716 2.22670 6.18258
C -0.67579 1.51377 3.53828
H -2.42584 0.56860 7.17505
H -2.58984 0.27569 5.51639
H -3.10201 2.83944 7.06512
H -4.34273 1.87840 6.18801
H -3.06844 2.92433 5.38075
H -0.91031 2.55644 3.73251
H -1.62336 1.00526 3.35876
H 0.04025 1.39374 2.72824



# 4
Below is a 2-piece molecular cluster, C5H7N3OS overall in a non-equilibrium geometry, with properties calculated with ωB97M-V with the def2-TZVPD basis set.

Calculated values
Electronic energy = -832.2421 Eh
Max |F| = 0.04900 Eh/bohr
Energy above the lowest of the compared OMol25 structures with the same formula, charge and spin = 502.0 kJ/mol
Orbital gap (alpha / beta) = 7.55 / 7.55 eV
HOMO level (alpha / beta) = -8.8830 / -8.8836 eV

CARTESIAN COORDINATES (ANGSTROEM)
C 2.29393 -0.10957 -1.13089
C 0.19064 -0.82740 0.38552
C -2.11270 -0.88858 0.15575
C -0.90637 1.16410 -0.53784
C 2.17368 0.00364 0.27068
N 2.35034 -0.18102 -2.27597
N 1.81031 1.23905 0.73786
N -0.85302 -0.16996 0.00517
O 2.01181 1.51749 1.92886
S 0.40522 -2.28700 0.98651
H -2.08820 -1.80855 -0.43261
H -2.25657 -1.16939 1.20244
H -2.93655 -0.26421 -0.17338
H 0.09288 1.59370 -0.56359
H -1.32635 1.12703 -1.54521
H -1.54568 1.78279 0.09551
H 2.69662 -0.72214 0.89118



# 5
Below is C30H54CdI2N2OS4SbSi3 as an isolated structure, with properties calculated with ωB97M-V with the def2-TZVPD basis set.

Calculated values
Electronic energy = -4824.8615 Eh
Net charge = +1
Max |F| = 0.00663 Eh/bohr
Energy above the lowest of the compared OMol25 structures with the same formula, charge and spin = 7.1 kJ/mol
Orbital gap = 7.60 eV
HOMO level = -9.5821 eV

CARTESIAN COORDINATES (ANGSTROEM)
Cd 0.50803 -0.36132 0.00219
C 2.64935 4.25726 -3.06415
C 3.59360 4.83780 -2.01645
S 3.33689 4.32888 -0.30223
C 1.94858 5.31660 0.29211
C 0.56934 5.09441 -0.31990
S 0.07513 3.34884 -0.39116
C -1.02555 3.50869 -1.82229
C -1.63178 2.19543 -2.28272
S -0.55344 0.75726 -2.42262
C 0.42135 0.94569 -3.94051
C 1.24141 2.20686 -4.17016
S 2.51314 2.45768 -2.90858
H 3.02350 4.52887 -4.05301
H 1.65323 4.69389 -2.96258
H 3.59449 5.92732 -2.07733
H 4.61367 4.51025 -2.22791
H 2.19073 6.37775 0.20054
H 1.92505 5.10002 1.36129
H 0.54221 5.47694 -1.34102
H -0.16310 5.66387 0.25541
H -0.45320 3.96738 -2.62747
H -1.84060 4.19080 -1.56718
H -2.14884 2.36107 -3.22947
H -2.38932 1.86963 -1.57056
H -0.24964 0.79657 -4.78693
H 1.07799 0.07480 -3.88027
H 0.59416 3.08542 -4.20347
H 1.70194 2.11667 -5.15618
I 7.67850 -2.56712 -0.44763
C 5.76223 -1.86518 -0.87113
C 4.98747 -2.50536 -1.82604
C 3.69936 -2.06113 -2.06651
I 2.50216 -3.03069 -3.46702
C 3.13518 -0.97159 -1.37531
O 1.90915 -0.56830 -1.60841
C 3.94869 -0.34884 -0.40356
C 3.37369 0.77264 0.40449
N 2.30753 0.29322 1.33790
C 2.74136 -0.81622 2.20031
C 2.64618 -2.15676 1.51309
C 3.65316 -3.10092 1.64485
C 3.53928 -4.30812 0.97835
C 2.42831 -4.53204 0.18354
C 1.46946 -3.54064 0.11130
N 1.55285 -2.39202 0.78529
C 5.24288 -0.78878 -0.17073
H 5.38086 -3.35089 -2.37440
H 4.17222 1.25034 0.97901
H 2.91376 1.52572 -0.23605
H 2.04434 1.07641 1.92681
H 3.76859 -0.66087 2.54336
H 2.09789 -0.81936 3.08112
H 4.53437 -2.87211 2.22981
H 4.32552 -5.04848 1.05025
H 2.31603 -5.44015 -0.39140
H 0.60481 -3.65481 -0.53186
H 5.84694 -0.28716 0.57666
C -1.78079 -4.21904 1.96701
Si -2.05149 -2.54901 2.75543
C -0.64576 -2.14876 3.91815
C -3.67524 -2.52833 3.67873
Sb -2.07416 -0.74581 0.89695
Si -3.44408 1.14230 2.00373
C -5.18634 0.51891 2.25014
C -3.48405 2.64632 0.90275
C -2.57465 1.52672 3.61236
Si -3.54086 -1.87411 -0.88319
C -2.36799 -2.99382 -1.80525
C -4.27854 -0.57778 -2.00291
C -4.89844 -2.80750 -0.00567
H -1.72903 -4.98388 2.74705
H -0.83834 -4.23994 1.42915
H -2.57898 -4.50197 1.27835
H -0.67292 -2.82931 4.77403
H -0.70845 -1.12710 4.30153
H 0.30696 -2.27927 3.41726
H -3.67603 -3.33056 4.42222
H -4.52703 -2.68693 3.02200
H -3.82232 -1.58719 4.21445
H -5.66588 0.30137 1.29233
H -5.78228 1.28913 2.74706
H -5.22376 -0.38064 2.86612
H -4.04326 2.45084 -0.01494
H -2.47921 2.98043 0.64446
H -3.99083 3.46215 1.42585
H -2.52034 0.65925 4.27366
H -3.11282 2.31719 4.14192
H -1.55729 1.88029 3.43250
H -1.57251 -2.40526 -2.27116
H -2.89593 -3.53404 -2.59565
H -1.91187 -3.73429 -1.14430
H -3.50457 -0.11196 -2.61721
H -4.80792 0.20109 -1.45026
H -4.99875 -1.05552 -2.67193
H -4.52364 -3.58147 0.66529
H -5.52972 -3.29492 -0.75390
H -5.53198 -2.13369 0.57241



What is the formula in the third record?
C25H64HgO27S8



The highest electronic energy belongs to which entry?
C16H15NW



The lowest max |F| belongs to which entry?
C30H54CdI2N2OS4SbSi3